No. 1
Density functional theory data (ωB97M-V/def2-TZVPD) for 2 unconnected molecules or ions with the total composition C3H10N2.

As for the SMILES: C=C.NCN. As for the relative energy (zero: lowest compared OMol25 entry of this formula, charge and spin): 1.991 eV. Its net charge is 0.

Geometry (Å):
H (-0.17, 1.62, 0.46)
H (-0.84, 3.81, -0.34)
N (0.41, 1.55, -1.35)
C (0.75, -2.64, 1.51)
N (-1.44, 3.04, -0.62)
H (-1.54, 3.22, -1.65)
H (0.51, 1.83, -2.31)
H (-1.63, 1.04, -0.51)
C (0.67, -3.92, 1.11)
H (1.53, -2.08, 1.11)
H (1.33, -4.29, 0.26)
C (-0.75, 1.77, -0.52)
H (-0.02, -2.19, 2.20)
H (-0.05, -4.64, 1.50)
H (1.23, 1.87, -0.86)

These are the Löwdin partial charges, in e, on atoms 1 to 4: 0.1217 0.0487 -0.0232 -0.0876

---

No. 2
Density functional theory data (ωB97M-V/def2-TZVPD) for a molecular structure, C51H43N5RhSb2Se.

Its energy is -5235.32366 a.u. Its net charge is +1.

Geometry (Å):
C (3.35, -0.52, 1.85)
H (-2.04, -0.01, -3.63)
H (0.40, -4.06, -6.45)
C (2.13, -4.54, 3.94)
C (-1.82, 1.98, 3.04)
H (-4.44, 0.34, 6.41)
C (-2.57, -1.34, 3.46)
Sb (-1.42, -2.55, -1.84)
C (-1.71, -3.69, -6.62)
H (-2.53, 1.56, -0.66)
H (0.73, -5.05, 5.49)
H (-3.04, -5.63, 0.34)
H (-0.82, -1.16, 4.69)
C (-2.81, -2.94, -4.62)
H (4.32, -0.69, 5.54)
C (0.91, -0.02, -3.24)
H (-4.50, -1.35, 2.49)
H (5.25, -1.42, 1.41)
H (-3.76, -3.73, -1.19)
H (-4.27, 2.52, 0.78)
H (2.95, -5.07, 4.40)
C (-2.65, 4.70, -2.05)
C (0.00, -3.18, 2.75)
H (-1.63, 4.35, -0.19)
H (-3.71, -2.63, -4.11)
N (0.29, 0.98, 2.75)
H (-1.41, -5.00, 0.35)
C (-3.32, 2.23, 1.21)
C (4.91, -1.10, 3.53)
C (-2.64, 4.49, -3.42)
N (1.43, 0.18, 0.78)
H (-2.01, -0.11, 6.57)
C (4.03, -0.63, 4.50)
H (3.28, -3.90, 2.25)
H (-2.80, -4.39, 2.38)
H (2.11, 0.28, 4.91)
C (-0.88, 1.42, 2.17)
H (-1.58, 3.64, -5.08)
C (3.36, -1.13, -2.88)
C (-2.89, -0.97, -1.89)
C (-3.04, 2.39, 2.56)
N (1.42, -0.08, -1.99)
H (-0.07, 0.42, -3.33)
H (1.11, -0.44, -5.31)
C (-3.79, 1.02, -2.96)
C (1.27, 0.44, 2.14)
Se (0.90, 2.89, -0.80)
H (4.33, -1.55, -2.68)
H (-5.75, 0.06, -0.37)
H (-3.77, 2.81, 3.24)
C (2.32, -3.88, 2.73)
C (-2.74, -4.10, -1.11)
C (-2.85, -3.82, 1.45)
H (-3.87, -3.45, 1.35)
H (-3.80, -3.25, -6.49)
C (-2.86, -3.29, -5.96)
H (1.41, -2.69, 1.20)
H (-4.05, -1.69, -0.23)
C (-2.46, -4.70, 0.27)
C (0.88, -4.53, 4.55)
N (3.22, -0.73, -0.56)
Rh (0.17, 0.63, -0.54)
C (1.25, -3.20, 2.15)
C (-3.92, -0.12, 5.58)
H (-1.75, -3.96, -7.67)
C (-4.85, 1.04, -2.06)
N (-1.15, 1.30, 0.86)
C (1.58, -0.50, -4.34)
C (-0.59, 3.26, -3.22)
C (-3.94, -1.08, 3.38)
C (-0.60, 3.46, -1.84)
C (-1.60, -2.99, -3.92)
H (0.50, -3.45, -4.07)
C (4.58, -1.05, 2.18)
C (-2.36, 1.69, 0.40)
C (-1.89, -0.98, 4.61)
H (-3.72, 1.77, -3.74)
C (-4.93, 0.06, -1.08)
H (-5.61, 1.80, -2.14)
C (-2.56, -0.38, 5.67)
C (2.48, -0.04, 2.82)
C (-0.18, -3.85, 3.96)
C (2.63, -0.63, -1.79)
H (0.25, 2.75, -3.68)
Sb (-1.55, -2.12, 1.76)
C (-4.61, -0.47, 4.43)
C (2.68, -0.36, 0.55)
C (2.84, -1.06, -4.15)
C (-0.50, -3.74, -5.94)
H (-1.56, 2.05, 4.08)
H (-5.67, -0.29, 4.36)
C (2.80, -0.09, 4.16)
H (-3.45, 5.27, -1.59)
C (-1.61, 3.78, -4.01)
H (-2.63, -4.88, -1.88)
H (5.87, -1.51, 3.83)
H (3.40, -1.44, -4.99)
H (-3.43, 4.91, -4.04)
C (-3.95, -0.92, -0.99)
C (-2.82, 0.02, -2.87)
C (-0.45, -3.40, -4.60)
H (-1.14, -3.85, 4.45)
C (-1.64, 4.18, -1.26)

These are the Löwdin partial charges, in e, on atoms 1 to 4: -0.1187 0.0837 0.1043 -0.0756